# 1
108
Properties=species:S:1:pos:R:3:forces:R:3:lowdin_charge:R:1 method="wB97M-V/def2-TZVPD" total_energy_ha=-3474.64053 charge=+1 spin_multiplicity=1
C 3.324405 -2.596507 2.606128 -0.083 0.600 0.556 -0.146
C 3.209644 -1.047259 2.778484 0.140 -1.374 -0.711 -0.391
P 1.595519 -0.471719 3.465143 0.445 0.484 0.941 1.058
C 0.725692 -1.962253 4.175958 -0.158 0.684 -0.656 -0.223
C 0.427203 0.080991 2.140972 0.055 -0.423 -0.039 -0.225
C -0.661808 0.856421 2.558223 -0.338 0.519 0.461 -0.012
B -0.780642 1.232539 4.130443 0.137 -0.142 0.016 -0.641
N -1.779766 0.520795 4.898102 0.583 0.884 -0.131 0.193
O 0.071230 2.188129 4.632006 0.182 -0.618 -0.214 0.134
C -1.630024 1.286078 1.648062 0.305 -0.662 -0.295 -0.096
C -2.829063 2.090339 2.034930 -0.365 0.300 0.149 -0.074
C -4.147558 1.336718 1.916459 -0.218 0.045 -0.312 -0.207
C -5.117180 1.870097 1.075284 0.044 0.414 -0.393 -0.048
C -6.365393 1.289323 0.926460 -0.095 -0.124 0.295 -0.057
C -6.673521 0.134026 1.636768 0.422 0.703 -0.433 -0.035
C -5.703226 -0.419248 2.465768 -0.711 -1.134 0.227 -0.260
C -6.053652 -1.704080 3.200484 0.179 0.660 0.394 -0.041
C -4.458469 0.172062 2.616591 0.296 0.318 -0.122 -0.002
C -1.484045 0.918246 0.287857 -0.571 0.634 0.969 0.014
C -0.414202 0.193105 -0.111060 1.189 -1.370 -0.709 -0.228
P -0.323937 -0.160560 -1.970588 -1.477 1.951 -1.417 0.890
O 1.213505 0.139455 -2.407740 -0.290 -1.293 0.734 -0.241
O -0.624267 -1.745885 -2.167676 0.844 0.025 0.707 -0.255
N 0.491385 -0.205715 0.827354 -0.843 0.485 0.194 -0.020
O 1.551983 -0.992991 0.367928 0.163 -0.421 0.204 0.039
C 1.203973 -2.264121 0.268519 -0.227 0.308 -0.821 -0.296
N 0.898088 -3.321306 -0.067605 0.108 -0.043 0.530 0.255
H 2.392854 -3.057676 2.277042 0.211 -0.027 -0.234 0.036
H 4.152674 -2.827250 1.935659 -0.147 -0.157 0.005 0.077
H 3.539825 -3.026621 3.587447 0.075 -0.130 -0.179 0.074
H 4.023906 -0.769138 3.451204 -0.380 0.399 0.154 0.077
H 3.449256 -0.587794 1.817817 -0.252 0.307 0.192 0.069
H 0.266695 -2.569879 3.395734 0.175 -0.302 0.226 0.048
H -0.062557 -1.566452 4.818525 0.034 -0.131 -0.038 0.024
H 1.444814 -2.506162 4.786702 -0.044 -0.089 -0.133 0.052
H -2.690217 0.857193 4.593293 -0.235 -0.684 0.106 0.068
H -1.688492 0.692942 5.894504 -0.243 0.100 -0.011 0.096
H 0.687413 1.848074 5.289860 -0.051 0.346 0.201 0.101
H -2.765948 2.519595 3.041021 0.341 -0.127 -0.064 0.131
H -2.873417 2.953398 1.359083 0.036 -0.051 0.089 0.128
H -4.898665 2.774735 0.512445 0.039 -0.061 0.103 0.115
H -7.098000 1.760684 0.281527 0.041 -0.098 0.000 0.111
H -7.653908 -0.308706 1.510859 0.111 -0.165 0.162 0.116
H -5.217444 -2.405098 3.204619 -0.161 -0.070 -0.115 0.079
H -6.272066 -1.458222 4.246175 0.032 -0.121 -0.053 0.087
H -6.957937 -2.152357 2.791284 0.200 -0.133 -0.075 0.076
H -3.731050 -0.281185 3.285327 -0.067 -0.108 -0.121 0.107
H -2.254966 1.243428 -0.402904 0.283 -0.109 -0.263 0.131
H 1.789680 -0.635788 -2.303484 0.257 0.238 -0.069 0.068
H -1.431181 -1.845722 -2.686879 0.040 -0.030 -0.080 0.067
O -2.057069 5.603209 0.137342 0.709 1.778 2.776 -0.329
P -2.011636 6.978455 -0.483039 -1.349 -1.586 -6.272 0.686
N -3.623387 7.100540 -1.052581 -0.281 -0.075 0.563 -0.330
C -4.065157 7.385886 -2.401886 0.284 0.408 -0.228 -0.122
C -4.697945 6.916470 -0.089034 0.137 -0.109 0.321 -0.135
N -0.897639 6.634220 -1.746458 0.228 -0.293 0.175 -0.325
C -1.069310 6.981596 -3.143753 0.124 0.529 -0.101 -0.135
C -0.112801 5.413072 -1.631220 -0.125 -0.200 0.219 -0.148
N -1.683672 8.680162 -0.679752 0.644 -0.391 3.057 -0.270
C -0.312627 9.051530 -0.236888 0.330 -0.016 -0.308 -0.122
C -2.605321 9.594353 0.031196 -0.495 0.054 -0.231 -0.121
H -3.573792 8.265804 -2.826020 0.076 -0.077 -0.031 0.071
H -5.131731 7.611464 -2.424282 0.004 -0.040 0.222 0.081
H -3.905435 6.533632 -3.069653 0.030 0.071 -0.054 0.075
H -4.979209 7.863384 0.392840 -0.135 -0.042 -0.029 0.070
H -4.406105 6.221481 0.700928 0.102 0.024 -0.043 0.062
H -5.590636 6.500863 -0.558680 0.062 0.003 -0.105 0.079
H -1.723512 6.272873 -3.665213 0.004 0.026 -0.031 0.077
H -0.102768 6.974769 -3.655830 0.032 -0.099 0.097 0.080
H -1.456586 7.989788 -3.273319 -0.152 -0.036 0.135 0.068
H -0.684431 4.525135 -1.934373 0.079 -0.052 0.006 0.077
H 0.233121 5.267228 -0.610555 -0.123 -0.058 0.012 0.065
H 0.780230 5.478724 -2.257199 -0.105 0.134 -0.125 0.079
H -0.173145 8.883282 0.834700 -0.008 0.162 0.035 0.084
H -0.124616 10.103344 -0.451028 -0.172 0.019 0.017 0.082
H 0.441973 8.480473 -0.771092 -0.149 -0.146 -0.051 0.072
H -2.705460 9.343229 1.089802 0.015 0.133 0.050 0.088
H -3.593073 9.589015 -0.425832 0.009 -0.228 -0.012 0.071
H -2.244728 10.619321 -0.045100 0.187 -0.084 -0.009 0.083
O 6.464629 -6.600820 -3.381777 -0.366 3.426 0.722 -0.295
P 5.148226 -6.570110 -2.652439 -1.225 -6.454 -0.321 0.684
N 5.534834 -7.540869 -1.294762 0.351 0.356 0.293 -0.330
C 4.841912 -8.723510 -0.829552 -0.539 0.069 -0.020 -0.124
C 6.679254 -7.148706 -0.487475 0.196 0.287 -0.181 -0.134
N 4.199278 -7.395140 -3.820191 0.084 0.120 -0.283 -0.328
C 3.302854 -8.502221 -3.551678 -0.469 0.170 0.218 -0.139
C 4.751598 -7.514165 -5.165715 0.330 0.047 -0.024 -0.136
N 3.679017 -5.946182 -1.931059 1.428 2.630 -0.551 -0.268
C 2.999228 -4.957378 -2.805332 -0.347 -0.130 -0.231 -0.131
C 3.846240 -5.287482 -0.621364 0.099 -0.268 0.452 -0.140
H 3.762447 -8.567913 -0.738225 0.001 -0.033 -0.118 0.068
H 5.179297 -9.007184 0.168086 0.148 0.166 -0.020 0.079
H 5.022687 -9.582149 -1.482976 -0.094 -0.012 0.010 0.078
H 6.392345 -6.448278 0.312245 0.070 -0.094 0.084 0.064
H 7.441660 -6.658795 -1.095176 -0.081 -0.010 -0.079 0.070
H 7.156640 -8.011712 -0.022861 -0.077 -0.070 -0.057 0.081
H 3.840740 -9.453273 -3.464194 -0.036 -0.020 0.010 0.079
H 2.579137 -8.607875 -4.365412 0.111 0.047 -0.082 0.079
H 2.707141 -8.342814 -2.654654 0.174 0.045 0.114 0.065
H 5.490080 -8.320457 -5.237684 0.015 0.024 -0.086 0.086
H 5.225901 -6.586722 -5.475505 0.120 -0.064 0.072 0.069
H 3.951968 -7.711749 -5.883742 -0.122 -0.083 0.168 0.078
H 3.616265 -4.065435 -2.966152 -0.081 0.076 0.074 0.079
H 2.052230 -4.651514 -2.356673 0.078 -0.041 0.150 0.062
H 2.765661 -5.385787 -3.776360 0.167 -0.142 0.026 0.073
H 4.629864 -4.522307 -0.642182 -0.050 0.084 0.090 0.084
H 4.083778 -6.007357 0.160410 0.189 -0.121 -0.167 0.072
H 2.914407 -4.814114 -0.311747 -0.048 -0.020 -0.250 0.040

=====

# 2
112
Properties=species:S:1:pos:R:3:forces:R:3:lowdin_charge:R:1 method="wB97M-V/def2-TZVPD" total_energy_ha=-14026.60120 charge=0 spin_multiplicity=1
C -3.278246 -0.008711 1.365923 0.854 -0.153 0.236 -0.190
C -1.902484 -0.272899 0.533653 -0.145 0.560 1.461 -0.226
C -0.747754 0.568641 1.248502 0.520 0.572 -0.495 -0.187
C 0.571017 0.782141 0.311958 -1.976 -1.512 1.417 -0.183
O 0.418975 2.072438 -0.310156 1.285 0.359 0.796 -0.098
C 1.556102 2.929913 -0.160058 2.003 0.417 -1.666 -0.309
C 1.466102 4.219929 -1.098365 0.003 0.542 0.288 -0.073
C 0.468805 5.370609 -0.628260 -0.396 0.923 0.338 -0.370
C 1.098354 6.427102 0.414409 -0.823 0.419 -0.446 -0.130
C -0.936826 4.877153 -0.047196 -0.159 -0.248 -0.965 -0.119
C 2.805642 2.135510 -0.849738 1.280 -1.008 -2.344 -0.322
O 2.965759 1.995717 -2.085303 -0.579 0.360 4.237 0.052
N 3.752984 1.576014 0.144632 -2.855 2.161 0.164 0.026
C 3.512478 2.437783 1.353372 1.152 0.873 -0.475 -0.491
Cl 4.798009 3.785360 1.063337 0.235 -0.104 0.661 0.563
C 2.125432 3.293516 1.288256 0.314 -0.541 1.324 -0.214
C 1.196552 3.098785 2.586617 0.880 -1.391 0.311 -0.166
C 1.713992 3.948070 3.866307 -0.722 -1.180 -0.285 -0.282
C 0.521285 3.929182 4.942548 1.094 -1.172 -0.407 -0.648
I -0.705759 5.695592 4.595818 0.216 -0.802 0.405 0.780
H -3.066086 0.703255 2.244940 -0.195 -1.101 -1.430 0.024
H -4.074905 0.495052 0.729399 0.954 -0.882 0.808 0.050
H -3.646596 -0.987909 1.828992 0.247 1.461 -0.794 0.051
H -1.595068 -1.374972 0.600830 -0.627 1.527 -0.505 0.075
H -2.039895 0.102704 -0.529367 0.366 -0.692 1.215 0.110
H -0.414158 0.134459 2.261570 -0.735 0.351 -1.514 0.120
H -1.142961 1.623537 1.455587 0.511 -1.439 -0.262 0.101
H 1.458845 0.667982 1.008953 -0.745 0.390 -1.254 0.113
H 0.532845 -0.084439 -0.446787 0.518 1.564 0.823 0.123
H 1.272462 3.928678 -2.190319 0.071 0.104 1.727 0.131
H 2.522185 4.685483 -1.100946 -1.497 -0.776 0.041 0.133
H 0.224936 5.988813 -1.567797 0.528 -1.051 1.370 0.079
H 2.213069 6.603012 0.282159 -1.366 -0.399 0.258 0.060
H 0.815043 6.192979 1.506877 0.676 0.105 -1.561 0.048
H 0.583263 7.430333 0.187665 0.812 -1.365 0.443 0.080
H -1.285873 3.993415 -0.700249 0.704 1.380 1.697 -0.009
H -1.761463 5.671183 -0.155313 1.387 -0.922 0.126 0.088
H -0.883743 4.622120 1.059275 0.038 0.074 -1.419 0.054
H 4.734535 1.597373 -0.176187 -0.900 -0.136 0.223 0.110
H 3.809773 2.013730 2.362219 -0.588 0.198 -1.436 0.116
H 2.548822 4.345925 1.472261 -1.183 -1.366 -1.304 0.082
H 0.083815 3.237179 2.391712 1.561 0.169 0.072 0.091
H 1.321614 1.993809 2.899514 -0.490 1.536 -0.385 0.117
H 2.584697 3.364752 4.344710 -1.044 1.145 -0.829 0.120
H 2.024473 4.989192 3.527930 -0.313 -1.313 0.721 0.074
H 0.901703 3.822944 6.017878 -0.719 0.782 -1.694 -0.018
H -0.101193 2.985604 4.729204 0.665 1.631 0.375 0.057
C 1.379268 2.310805 9.037631 0.003 -0.105 0.247 -1.006
Cl 0.068226 2.222511 7.855439 -0.120 -0.175 0.225 0.541
Cl 2.779505 3.164021 8.376684 0.040 -0.006 0.054 0.512
H 1.025015 2.842189 9.918974 0.031 0.024 -0.215 0.030
H 1.677390 1.300292 9.310883 -0.016 0.137 -0.165 0.028
C -2.130783 3.955020 -3.642831 0.008 -0.211 -0.173 -0.977
Cl -1.506948 5.606269 -3.560927 -0.040 0.009 -0.191 0.553
Cl -2.993321 3.516980 -2.162688 -0.480 -0.295 -0.492 0.559
H -2.816315 3.880159 -4.484855 0.037 0.097 0.184 0.025
H -1.297691 3.268026 -3.782838 -0.062 0.141 0.154 0.031
C -6.810381 0.122491 3.188238 -0.102 -0.019 0.288 -0.967
Cl -6.937476 -0.158080 1.446802 -0.077 0.181 0.120 0.538
Cl -5.309562 0.964638 3.589696 -0.354 0.047 0.286 0.564
H -7.655202 0.728231 3.510895 0.163 -0.002 -0.144 0.030
H -6.825625 -0.836294 3.703525 0.105 0.097 -0.168 0.034
C 0.184955 -4.328700 -0.121783 0.004 -0.125 0.080 -1.059
Cl -1.328149 -4.722581 0.706607 -0.083 0.012 -0.086 0.511
Cl 0.983485 -2.942048 0.632310 0.118 0.031 -0.053 0.537
H 0.849497 -5.188345 -0.072666 -0.373 0.366 0.257 -0.104
H -0.032433 -4.089675 -1.161665 -0.040 0.026 0.176 0.011
C 2.156196 -5.501709 -3.284510 0.012 -0.123 0.746 -1.071
Cl 2.255946 -6.123985 -1.631081 0.482 -0.282 -0.315 0.573
Cl 0.496213 -5.580582 -3.893686 -0.126 0.091 0.077 0.542
H 2.487989 -4.465563 -3.293664 -0.112 -0.154 0.073 -0.013
H 2.795238 -6.097920 -3.920511 -0.266 -0.226 0.625 -0.061
C 0.218878 -7.914513 1.848195 -0.244 -0.122 0.173 -1.019
Cl 0.096892 -8.189870 0.107284 -0.121 -0.078 0.068 0.500
Cl 1.704873 -7.046753 2.254461 -0.016 0.054 0.051 0.514
H -0.635489 -7.322990 2.172705 0.176 0.037 -0.148 0.007
H 0.218842 -8.875492 2.359432 0.127 0.118 -0.141 0.027
C 8.179742 4.566541 -0.541647 -0.113 -0.200 -0.054 -1.046
Cl 9.889596 4.873787 -0.214488 0.029 -0.099 -0.017 0.500
Cl 7.221482 6.042776 -0.382446 -0.073 -0.059 -0.022 0.486
H 8.076814 4.186535 -1.556443 0.063 0.167 0.112 0.028
H 7.810960 3.828174 0.168326 0.063 0.198 -0.009 0.003
C -4.900205 -4.006651 -0.830087 0.073 0.008 -0.279 -1.014
Cl -5.443281 -2.519444 -0.045817 0.047 -0.124 -0.142 0.504
Cl -4.735699 -5.322801 0.336962 -0.056 -0.087 -0.051 0.486
H -5.627050 -4.294261 -1.587632 0.021 0.022 0.211 0.028
H -3.932814 -3.826046 -1.296167 -0.071 -0.018 0.201 0.019
C 3.212051 -3.358665 -6.242939 -0.002 0.246 -0.319 -0.957
Cl 3.642542 -2.335926 -4.867740 -0.042 0.021 -0.054 0.542
Cl 3.165230 -5.065824 -5.779936 0.490 0.394 -1.541 0.600
H 2.229432 -3.065211 -6.608077 0.090 -0.108 0.169 0.036
H 3.953078 -3.225527 -7.028952 -0.029 -0.073 0.202 0.031
C -0.070276 -7.661802 -6.701898 0.069 0.211 0.022 -1.050
Cl -0.162870 -9.364986 -6.236205 0.013 0.036 0.132 0.534
Cl -0.825954 -7.387371 -8.275914 0.041 0.084 0.017 0.512
H -0.584360 -7.062940 -5.953935 -0.008 -0.202 -0.152 -0.023
H 0.976036 -7.366180 -6.755430 -0.144 -0.114 -0.056 0.009
C -9.938490 -1.260768 -0.023310 0.123 0.041 0.140 -1.053
Cl -10.289350 -2.949418 -0.412017 0.021 -0.043 0.093 0.496
Cl -10.330239 -0.197145 -1.379952 0.025 0.087 0.056 0.499
H -10.532645 -0.965937 0.839871 -0.010 -0.067 -0.193 0.029
H -8.879211 -1.163867 0.207022 -0.276 -0.107 -0.177 -0.064
C 1.813181 8.268864 3.400354 -0.110 -0.124 -0.030 -1.078
Cl 2.549109 8.933294 1.939882 0.112 0.125 0.026 0.537
Cl 2.029117 9.352318 4.780327 -0.048 -0.077 0.067 0.508
H 0.748728 8.127401 3.225193 0.175 0.111 0.009 -0.024
H 2.279811 7.311656 3.626003 0.010 0.191 -0.007 0.003
C 0.812880 -12.962066 -6.564333 -0.106 0.112 0.171 -1.042
Cl -0.117204 -13.569126 -7.939103 -0.080 0.051 0.053 0.499
Cl 2.522546 -13.386904 -6.710577 0.021 0.053 0.094 0.498
H 0.720602 -11.878253 -6.526741 0.096 -0.198 -0.144 -0.045
H 0.417124 -13.398793 -5.649173 0.093 -0.053 -0.187 0.029